Record 1
{
  "formula": "C18H39BFN2O7",
  "method": "wB97M-V/def2-TZVPD",
  "species": ["N", "B", "O", "N", "F", "H", "H", "H", "C", "C", "O", "C", "H", "H", "H", "H", "H", "H", "C", "C", "O", "C", "H", "H", "H", "H", "H", "H", "C", "C", "O", "C", "H", "H", "H", "H", "H", "H", "C", "C", "O", "C", "H", "H", "H", "H", "H", "H", "C", "C", "O", "C", "H", "H", "H", "H", "H", "H", "C", "C", "O", "C", "H", "H", "H", "H", "H", "H"],
  "positions_angstrom": [[3.54180, -0.72226, -4.09675], [2.14808, -0.16937, -4.13486], [1.28211, -0.95123, -4.98012], [1.73836, 0.97433, -3.39388], [1.46422, 1.96129, -4.53589], [4.18104, 0.06530, -4.08200], [3.76853, -1.28087, -3.27876], [0.83986, -1.60450, -4.43548], [2.02753, -0.31215, -0.32586], [2.31868, -1.73167, 0.05262], [2.60984, -2.59849, -0.74401], [2.23629, -2.04788, 1.53463], [2.09314, -0.14329, -1.39865], [1.02199, -0.04447, 0.00480], [2.73080, 0.34198, 0.19145], [1.23648, -1.81776, 1.90729], [2.92738, -1.40948, 2.08693], [2.46633, -3.09763, 1.70601], [0.41543, 2.45837, 3.38525], [1.82211, 2.32392, 2.86025], [2.29884, 1.25577, 2.55656], [2.60811, 3.60771, 2.71825], [-0.04536, 1.47402, 3.42974], [0.41095, 2.91286, 4.37658], [-0.16914, 3.10946, 2.73391], [2.68826, 4.10688, 3.68604], [2.08768, 4.28826, 2.04223], [3.59833, 3.39150, 2.32618], [3.81106, -5.14432, -6.06840], [3.97342, -3.73973, -6.61433], [5.04301, -3.17963, -6.59109], [2.72100, -3.11449, -7.17372], [4.76259, -5.49352, -5.67234], [3.06201, -5.14510, -5.27369], [3.46119, -5.82811, -6.84457], [1.93836, -3.07707, -6.41690], [2.36872, -3.70155, -8.02638], [2.92710, -2.09465, -7.48748], [-3.71443, 2.79741, 6.05515], [-2.97920, 3.50846, 4.93954], [-1.80984, 3.79875, 5.04213], [-3.78548, 3.82471, 3.70926], [-3.04022, 2.61931, 6.88893], [-4.56245, 3.40074, 6.38475], [-4.11375, 1.84800, 5.69374], [-4.64219, 4.45998, 3.95505], [-4.18763, 2.90615, 3.27734], [-3.15632, 4.32581, 2.97774], [3.01905, -5.66833, -1.61884], [2.51537, -6.84412, -2.41372], [1.87380, -6.70666, -3.42922], [2.85568, -8.22050, -1.87882], [2.72021, -4.73066, -2.07542], [2.62427, -5.70357, -0.60146], [4.10831, -5.70857, -1.54370], [2.45415, -8.33968, -0.87070], [3.93902, -8.33693, -1.81222], [2.44257, -8.98437, -2.53319], [-8.03754, 7.21384, 2.63251], [-7.71428, 5.93445, 3.36570], [-6.61101, 5.44340, 3.33029], [-8.84330, 5.29972, 4.14291], [-7.15422, 7.57345, 2.11202], [-8.84314, 7.04211, 1.91632], [-8.38633, 7.97142, 3.33687], [-9.67402, 5.06772, 3.47402], [-9.21834, 5.99584, 4.89546], [-8.49491, 4.38967, 4.62396]],
  "atomic_forces_ev_per_a": [[0.0, 0.1, 0.4], [-0.1, -0.3, -0.1], [0.1, 0.0, -0.3], [1.2, 0.5, -0.2], [-0.9, -0.3, 0.1], [0.0, 0.0, 0.4], [-0.1, -0.3, -0.2], [-0.3, 0.2, 0.1], [0.1, -0.1, -0.3], [0.0, 0.0, 0.2], [0.0, 0.0, 0.0], [0.0, 0.0, -0.1], [0.0, 0.1, 0.0], [0.0, 0.0, 0.1], [-0.1, 0.0, 0.1], [0.0, 0.0, 0.0], [0.0, 0.0, 0.0], [0.0, 0.0, 0.0], [0.1, -0.2, 0.0], [0.0, 0.2, -0.1], [0.0, -0.1, 0.1], [0.0, -0.1, 0.0], [0.0, 0.0, 0.0], [0.0, 0.0, -0.1], [0.0, 0.0, 0.0], [0.0, 0.0, 0.0], [0.0, 0.0, 0.0], [0.0, 0.0, 0.0], [0.1, 0.1, 0.2], [-0.1, -0.2, 0.1], [0.0, 0.0, -0.2], [0.2, 0.2, -0.1], [0.0, 0.0, 0.0], [0.0, 0.0, 0.0], [0.0, 0.0, 0.0], [0.0, 0.0, 0.0], [0.0, -0.1, 0.0], [0.0, 0.0, 0.0], [0.1, 0.0, 0.0], [-0.1, -0.1, 0.0], [-0.1, 0.1, 0.1], [0.1, 0.1, 0.0], [0.0, 0.0, 0.0], [0.0, 0.0, 0.0], [0.0, 0.0, 0.0], [0.1, -0.1, 0.0], [0.0, 0.0, 0.0], [0.0, 0.0, 0.0], [0.0, 0.0, -0.1], [0.1, 0.1, 0.1], [0.0, -0.1, 0.0], [0.0, 0.0, -0.1], [0.0, 0.0, 0.0], [0.0, 0.0, 0.0], [0.0, 0.0, 0.0], [0.0, 0.0, 0.0], [0.0, 0.0, 0.0], [0.0, 0.0, 0.0], [0.1, 0.0, 0.0], [-0.1, 0.0, 0.0], [-0.1, 0.0, 0.0], [0.1, 0.0, 0.0], [0.0, 0.0, 0.0], [0.0, 0.0, 0.0], [0.0, 0.0, 0.0], [0.0, 0.0, 0.0], [0.0, 0.0, 0.0], [0.0, 0.0, 0.0]],
  "nbo_charge": [-1.1535, 1.0469, -0.9743, -0.6976, -0.4089, 0.3649, 0.3721, 0.4709, -0.7342, 0.6110, -0.5826, -0.7204, 0.2807, 0.2240, 0.2372, 0.2225, 0.2380, 0.2109, -0.7213, 0.6023, -0.5550, -0.7200, 0.2264, 0.2429, 0.2349, 0.2210, 0.2339, 0.2344, -0.7246, 0.6048, -0.5482, -0.7218, 0.2176, 0.2457, 0.2139, 0.2568, 0.2036, 0.2450, -0.7199, 0.6028, -0.5577, -0.7329, 0.2300, 0.2255, 0.2279, 0.2585, 0.2298, 0.2344, -0.7221, 0.5964, -0.5496, -0.7193, 0.2671, 0.2275, 0.2258, 0.2224, 0.2242, 0.2268, -0.7213, 0.6034, -0.5503, -0.7207, 0.2400, 0.2304, 0.2279, 0.2305, 0.2281, 0.2349],
  "total_energy_ha": -1470.15371,
  "charge": -1,
  "homo_ev": -2.34
}

=====

Record 2
{
  "formula": "C20H35Cl12N2O5P",
  "method": "wB97M-V/def2-TZVPD",
  "species": ["C", "C", "C", "C", "N", "C", "P", "O", "O", "C", "O", "C", "C", "C", "O", "C", "C", "C", "N", "C", "C", "C", "C", "O", "H", "H", "H", "H", "H", "H", "H", "H", "H", "H", "H", "H", "H", "H", "H", "H", "H", "H", "H", "H", "H", "H", "H", "H", "H", "H", "H", "H", "H", "H", "H", "Cl", "C", "Cl", "Cl", "H", "Cl", "C", "Cl", "Cl", "H", "Cl", "C", "Cl", "Cl", "H", "Cl", "C", "Cl", "Cl", "H"],
  "positions_angstrom": [[-1.45667, 0.76770, 0.20997], [-0.32505, 1.86894, 0.75757], [0.89809, 1.87736, -0.33296], [2.33526, 1.27496, 0.27513], [3.32718, 1.37348, -0.86141], [3.79637, 0.02694, -1.36213], [5.10446, -0.63145, -0.12386], [5.92579, 0.49848, 0.62667], [4.67679, 0.44304, -2.50511], [3.77102, 0.82037, -3.64116], [3.85757, 1.91672, -4.40269], [2.74719, -0.45652, -3.63962], [2.71052, -1.51790, -4.87656], [4.12635, -2.23510, -5.25822], [5.26109, -1.92487, -4.37899], [2.74519, -1.01122, -2.07446], [2.85250, -2.62218, -1.79795], [1.42188, -3.40878, -1.66341], [0.35990, -2.68948, -0.86280], [0.11110, -3.33656, 0.47808], [1.44150, -2.97439, 1.42488], [-0.89874, -2.41854, -1.64699], [-2.44631, -2.63617, -1.17192], [-0.72649, -1.88181, -2.88810], [-1.12834, -0.34641, 0.37860], [-1.69011, 0.90295, -0.94415], [-2.45573, 1.02038, 0.78240], [-0.00081, 1.67783, 1.86599], [-0.86852, 2.92680, 0.65448], [0.57923, 1.28941, -1.32106], [1.14879, 3.00021, -0.63367], [2.15037, 0.16286, 0.65978], [2.66532, 1.88742, 1.22456], [4.13550, 1.98801, -0.55965], [6.09157, -1.36970, -0.92397], [4.55884, -1.63674, 0.79707], [1.68902, 0.08499, -3.75286], [2.31702, -0.97352, -5.86329], [1.86867, -2.32727, -4.62973], [4.46961, -2.07852, -6.38923], [3.94821, -3.41187, -5.16282], [5.60449, -2.79151, -4.01119], [1.69590, -0.57776, -1.70472], [3.48879, -2.91462, -0.84029], [3.42800, -3.13285, -2.71068], [1.08824, -3.74994, -2.73680], [1.65576, -4.41747, -1.06859], [-0.81090, -2.90684, 1.07327], [0.04878, -4.52586, 0.40101], [1.23800, -3.45246, 2.49681], [1.47533, -1.80581, 1.61126], [2.43823, -3.41938, 1.00265], [-3.01241, -1.59063, -1.25129], [-2.59708, -3.17535, -0.14714], [-2.96510, -3.33300, -1.98921], [-4.41387, 2.71549, 0.89704], [-4.44613, 2.98929, 2.64737], [-5.17716, 1.60658, 3.47988], [-2.81111, 3.29094, 3.26004], [-5.05707, 3.87347, 2.84644], [-6.02672, 6.31246, 2.57071], [-6.05898, 6.58625, 4.32104], [-6.79001, 5.20355, 5.15355], [-4.42396, 6.88791, 4.93371], [-6.66992, 7.47043, 4.52011], [-0.09151, -4.76149, 5.39004], [1.66657, -4.98146, 5.41068], [2.23231, -5.61634, 3.85626], [2.48011, -3.45429, 5.79216], [1.91371, -5.70727, 6.18964], [-11.62948, 7.06474, 3.13109], [-10.05374, 7.14293, 2.32449], [-8.91549, 8.11201, 3.27561], [-9.41081, 5.51375, 2.05607], [-10.18788, 7.62468, 1.35260]],
  "atomic_forces_ev_per_a": [[-0.3, 0.6, 0.6], [-1.0, 0.1, -2.0], [0.8, 0.5, 0.7], [-1.7, 0.1, 0.1], [-0.4, -1.5, 1.4], [1.4, 1.0, -1.7], [3.4, 2.2, 1.5], [-2.9, -2.9, -2.0], [-1.9, 1.4, -1.1], [1.1, 2.7, -2.0], [-0.3, -7.7, 5.3], [-2.2, 1.4, -0.2], [0.0, 0.3, -0.6], [-0.1, -2.2, -0.6], [-0.8, -1.4, -0.1], [-1.7, 1.8, 0.3], [0.7, -0.4, -0.4], [1.2, -1.1, -0.2], [-3.6, -1.3, -1.2], [1.7, -0.2, 1.7], [-1.3, -0.2, 1.0], [1.6, 2.6, -5.3], [-0.2, -0.2, -0.6], [-0.9, -3.2, 7.1], [-0.6, 2.2, -0.2], [0.7, -0.1, 2.4], [2.0, -1.0, -1.1], [-0.6, 0.3, -2.2], [1.2, -2.3, 0.6], [0.8, 1.3, 2.2], [-0.5, -2.5, 0.5], [0.5, 2.1, -0.9], [-0.6, -1.1, -2.0], [-0.9, -1.5, -0.7], [-1.3, 0.2, 0.4], [0.1, 0.8, -0.9], [2.2, -1.2, 0.2], [0.9, -1.0, 2.3], [2.0, 1.8, -0.3], [-0.9, 0.1, 2.5], [0.2, 2.4, -0.4], [-0.7, 1.7, -0.8], [2.1, -1.6, -0.5], [-1.3, 1.0, -1.9], [-1.2, 1.2, 2.0], [0.2, 1.1, 2.2], [-0.4, 2.1, -1.3], [1.8, -0.8, -1.7], [-0.1, 2.5, 0.1], [0.6, 1.0, -2.4], [0.2, -2.4, -0.7], [-2.0, 1.0, 0.8], [1.4, -2.3, 0.4], [0.4, 1.3, -1.9], [1.4, 1.5, 1.7], [-0.2, 0.2, 0.2], [0.0, 0.1, 0.1], [0.0, 0.2, -0.1], [-0.2, 0.0, -0.1], [0.2, -0.3, -0.1], [0.1, 0.1, 0.2], [0.1, 0.1, 0.1], [0.1, 0.2, -0.1], [-0.2, 0.0, -0.1], [0.2, -0.4, -0.1], [0.2, -0.1, 0.0], [0.0, 0.0, 0.1], [0.0, -0.1, 0.2], [-0.1, -0.2, 0.0], [-0.1, 0.3, -0.3], [0.2, 0.1, -0.1], [-0.1, -0.2, -0.1], [-0.3, 0.1, -0.1], [-0.2, 0.2, 0.0], [0.1, -0.1, 0.4]],
  "mulliken_charge": [-0.4566, -0.3098, -0.1513, -0.1037, -0.1569, -0.0453, 0.2956, -0.7121, -0.4790, 0.2539, -0.6165, 0.1108, -0.5728, -0.4651, -0.5059, 1.4934, -0.1903, -1.1290, 0.8205, -0.8887, -0.1162, 0.2990, -0.9901, -0.5874, -0.0524, 0.2938, 0.0773, 0.2468, 0.2171, -0.0704, 0.3368, -0.3087, 0.3850, 0.3714, 0.0659, 0.0568, 0.3148, 0.4361, 0.1336, 0.2571, 0.2490, 0.3194, -0.7880, 0.3644, -0.0645, 0.3481, 0.3458, 0.3920, 0.2535, -0.0492, -0.0008, 0.2063, 0.2361, 0.2681, 0.3673, -0.1396, 0.8397, -0.1426, -0.1116, -0.4387, -0.1054, 0.1137, -0.0902, -0.1147, 0.1773, -0.1124, -0.0035, -0.1044, -0.1082, 0.3188, -0.1193, 0.0372, -0.1127, -0.0922, 0.3037],
  "total_energy_ha": -7132.06705,
  "smiles": "CCCCN[C@]1([PH2]=O)OC(=O)[C@@H](CCO)[C@H]1CCN(CC)C(C)=O.ClC(Cl)Cl.ClC(Cl)Cl.ClC(Cl)Cl.ClC(Cl)Cl",
  "charge": 0,
  "homo_ev": -9.05,
  "e_above_lowest_kcal_mol": 203.6
}